Computed, not measured: C29H44F5ReSSeSi2Te as an isolated structure at a distorted geometry, with ωB97M-V/def2-TZVPD.

Output
HOMO (spin up / spin down) = -10.893 / -10.949 eV
ΔE to the lowest compared entry with this formula, charge and spin = 22.2 kcal per mole
Multiplicity = 2
LUMO energy (spin up / spin down) = -4.478 / -4.297 eV
Net charge = +1
Gap between HOMO and LUMO (spin up / spin down) = 6.416 / 6.652 eV

Last column: Löwdin charge in e.
Positions of all 84 atoms, in Å:
Re  -0.66760  -0.44806  0.23458  0.268
F  0.07847  -0.09584  7.40649  0.160
C  -0.26185  -0.44452  6.17840  -0.131
C  -0.39360  -1.77643  5.84757  -0.134
F  -0.15249  -2.71081  6.75958  0.149
C  -0.76169  -2.13172  4.56478  -0.245
F  -0.87713  -3.42550  4.27948  0.104
C  -0.98464  -1.18502  3.57263  -0.465
S  -1.41402  -1.76768  1.95198  0.616
C  -0.84908  0.14899  3.94112  -0.238
F  -1.05051  1.13153  3.05626  0.045
C  -0.48698  0.52392  5.21775  -0.138
F  -0.34925  1.81105  5.52232  0.138
C  -1.13636  4.17393  1.89792  -0.209
Si  -0.85856  4.11208  0.08838  0.359
C  0.80722  4.56263  -0.51936  -0.191
C  -2.23279  4.59468  -1.03117  -0.231
Se  -1.15935  1.69024  -0.31714  0.446
H  -1.22533  5.21033  2.24314  0.052
H  -0.30248  3.70620  2.42615  0.036
H  -2.05188  3.64065  2.15868  0.041
H  0.88532  5.65705  -0.52140  0.057
H  0.96490  4.20533  -1.53817  0.041
H  1.59601  4.16123  0.11972  0.035
H  -2.34603  5.68375  -1.07875  0.051
H  -3.17544  4.15956  -0.69341  0.040
H  -2.02772  4.22618  -2.03917  0.040
C  3.56022  -3.02007  -0.17793  -0.086
C  2.05489  -2.69309  -0.30094  -0.610
C  1.55155  -3.21790  -1.65595  -0.110
C  1.32910  -3.52511  0.77078  -0.128
Si  1.77545  -0.75592  -0.16015  0.720
C  2.71494  0.00449  1.35370  -0.605
C  2.50754  -0.87560  2.59704  -0.091
C  2.18820  1.41899  1.69656  -0.103
C  4.22996  0.11764  1.10002  -0.078
C  2.28264  0.11876  -1.83424  -0.605
C  1.22173  -0.09204  -2.93238  -0.114
C  2.41624  1.63257  -1.61677  -0.122
C  3.63172  -0.38484  -2.38388  -0.084
H  3.72216  -4.06464  -0.46909  0.095
H  3.90576  -2.91546  0.85256  0.072
H  4.19382  -2.40050  -0.80905  0.059
H  1.58383  -4.31393  -1.64678  0.097
H  2.16066  -2.88124  -2.49277  0.065
H  0.51661  -2.92542  -1.84882  0.021
H  1.75287  -4.53670  0.77002  0.095
H  0.26630  -3.62813  0.54934  0.038
H  1.42082  -3.13003  1.78167  0.049
H  1.45217  -0.95727  2.87155  0.051
H  3.03842  -0.42519  3.44547  0.097
H  2.90538  -1.88195  2.46441  0.067
H  1.09974  1.50139  1.62075  0.014
H  2.62792  2.17994  1.04687  0.063
H  2.46588  1.66622  2.72935  0.095
H  4.70298  -0.84998  0.93474  0.070
H  4.70054  0.57112  1.98180  0.097
H  4.46012  0.75678  0.24693  0.061
H  0.23972  0.26763  -2.62586  0.013
H  1.12543  -1.13727  -3.22665  0.063
H  1.51755  0.47355  -3.82607  0.093
H  1.54807  2.04575  -1.10147  -0.002
H  2.50151  2.13121  -2.59090  0.096
H  3.30976  1.88517  -1.04135  0.073
H  3.58187  -1.41614  -2.73118  0.067
H  4.43885  -0.31227  -1.65351  0.068
H  3.91021  0.23275  -3.24608  0.095
C  -4.16995  -1.03273  -0.76655  -0.362
Te  -2.31419  -1.95776  -1.29976  1.378
C  -2.58231  -0.79529  -3.07805  -0.368
C  -4.08285  -0.77660  -3.24391  -0.299
C  -4.68575  -0.65986  -4.49017  -0.029
C  -6.07092  -0.65277  -4.59214  -0.063
C  -6.85329  -0.75983  -3.45047  -0.063
C  -6.25548  -0.87599  -2.20245  -0.029
C  -4.87138  -0.88697  -2.09453  -0.299
H  -3.93406  -0.07725  -0.30499  0.047
H  -4.71593  -1.64520  -0.05369  0.071
H  -2.05907  -1.24047  -3.92102  0.071
H  -2.16975  0.19063  -2.87805  0.032
H  -4.07361  -0.58552  -5.38192  0.119
H  -6.53782  -0.58191  -5.56650  0.111
H  -7.93318  -0.77367  -3.53247  0.111
H  -6.87076  -0.96587  -1.31336  0.121